Below is a structure of composition C37H29IrN3P2S3, with properties calculated with the ωB97M-V functional and the def2-TZVPD basis.

HOMO-LUMO gap (spin up / spin down), eV: 5.888 / 4.360
Spin multiplicity: 2
LUMO (spin up / spin down), eV: -7.0 / -8.5
ΔE to the lowest compared entry with this formula, charge and spin, eV: 4.284
Total charge: +2
Expectation value of S²: 0.8856
E_tot, Ha: -3572.6401

```
75
C37H29IrN3P2S3 | the Open Molecules 2025 dataset | the ωB97M-V functional and the def2-TZVPD basis
Ir -1.053 -2.952 0.042
S 1.277 -3.306 -2.184
S -1.412 -3.179 2.418
S -2.850 -2.640 -1.480
P -0.544 -1.321 2.445
P -0.511 0.293 -0.320
N 0.052 -2.214 -1.815
N -2.674 -0.961 -1.655
N 0.004 -1.123 -3.866
C -0.542 -1.039 0.728
C 1.234 -1.579 4.522
C 3.373 -2.936 -5.594
C 1.106 -1.546 3.134
C -2.812 1.609 -2.689
C -1.429 -0.331 -2.037
C 2.941 -3.338 -4.336
C 3.541 -2.196 4.266
C -1.332 1.785 0.251
C -1.432 -0.136 3.466
C 2.185 -1.853 2.311
C -0.798 3.035 -0.065
C -0.415 -1.306 -2.599
C -0.797 1.052 3.829
C -3.780 -0.200 -1.458
C -1.424 4.178 0.403
C 1.136 -1.746 -4.446
C -2.566 4.077 1.188
C 1.574 -1.344 -5.696
C 3.407 -2.166 2.884
C -2.750 -0.386 3.839
C 1.602 1.136 -2.061
C -1.495 1.997 4.562
C -3.868 1.092 -1.890
C 1.826 -2.746 -3.771
C -2.478 1.681 1.042
C 2.100 0.725 0.258
C 3.847 1.405 -1.243
C -1.678 0.896 -2.838
C 1.180 0.751 -0.790
C 2.688 -1.941 -6.270
C 2.933 1.455 -2.285
C 2.457 -1.908 5.084
C -2.812 1.755 4.931
C -3.437 0.567 4.576
C -3.091 2.831 1.509
C 3.425 1.052 0.031
H 2.563 -1.944 6.160
H 3.460 -4.119 -3.793
H 0.385 -1.352 5.156
H 4.132 1.027 0.850
H -4.761 1.669 -1.700
H -2.880 0.707 1.289
H 4.885 1.651 -1.423
H 0.102 3.113 -0.662
H 1.034 -0.571 -6.233
H -1.009 2.918 4.857
H 3.018 -1.628 -7.251
H -4.457 0.376 4.883
H -3.351 2.493 5.512
H 2.062 -1.854 1.234
H 1.770 0.455 1.253
H 0.906 1.211 -2.879
H 4.495 -2.451 4.709
H -3.223 -1.322 3.568
H -1.019 5.151 0.157
H 4.236 -3.410 -6.040
H -0.502 -0.487 -4.458
H -3.044 4.974 1.559
H 4.256 -2.392 2.253
H -4.613 -0.727 -1.012
H 0.238 1.224 3.554
H 3.251 1.750 -3.276
H -3.977 2.759 2.124
H -0.908 1.264 -3.499
H -2.954 2.541 -3.220
```

Löwdin atomic charge list, values in e, 5 entries:
1. Ir 0.7005
2. S 1.0071
3. S 0.3695
4. S 0.7689
5. P 0.5135

***

Below is a structure of composition C42H47N2O6P2PrS2, with properties calculated with the ωB97M-V functional and the def2-TZVPD basis.

HOMO-LUMO gap (spin up / spin down), eV: 7.778 / 7.784
Spin multiplicity: 3
LUMO (spin up / spin down), eV: 0.4 / 0.4
ΔE to the lowest compared entry with this formula, charge and spin, eV: 0.688
Expectation value of S²: 2.0017
E_tot, Ha: -4186.0116

```
102
C42H47N2O6P2PrS2 | the Open Molecules 2025 dataset | the ωB97M-V functional and the def2-TZVPD basis
Pr 0.529 -0.700 -1.679
S -2.424 -4.174 -0.704
S -0.869 -2.846 -2.848
P -2.194 0.436 -0.137
P 1.090 1.947 -1.557
O 2.613 1.989 -1.059
O 0.201 1.362 -0.473
O 1.038 1.136 -2.827
O 0.656 3.465 -1.790
O 2.631 -0.831 -1.329
O -1.663 -0.388 -1.265
N 1.273 -2.929 -0.771
N 0.077 -3.521 -0.391
C -2.138 -4.765 2.045
C 0.185 -0.191 3.772
C 0.497 3.841 -4.183
C -2.261 2.620 -1.825
C 4.877 -1.151 -1.930
C 4.800 -3.727 -0.926
C -4.952 0.348 -0.486
C 3.068 2.293 0.266
C -3.241 -4.968 4.179
C 2.375 -3.537 -0.439
C -3.085 4.805 -1.239
C -3.060 -5.393 2.874
C -1.419 -3.684 2.543
C 5.994 -1.941 -1.987
C 2.667 4.144 -3.003
C 5.963 -3.237 -1.475
C 4.402 3.032 0.099
C 0.766 5.698 -2.493
C -2.569 3.924 -2.176
C -2.511 -3.899 4.669
C -0.165 -0.651 1.446
C -0.983 0.556 3.792
C 2.340 -4.825 0.333
C -0.904 -3.453 -1.229
C 2.073 3.171 1.020
C -3.333 4.369 0.052
C -3.040 3.065 0.404
C -6.380 -1.356 0.402
C 1.152 4.268 -2.872
C -5.296 -1.937 1.040
C -2.483 2.193 -0.523
C -1.299 0.156 1.440
C -6.207 -0.220 -0.370
C -1.722 0.726 2.634
C -4.039 -1.367 0.931
C 0.584 -0.814 2.599
C 3.626 -2.963 -0.880
C 3.315 0.975 0.999
C -1.603 -3.255 3.845
C -1.877 -5.283 0.672
C 3.657 -1.620 -1.386
C -3.871 -0.209 0.184
H -0.307 5.755 -2.329
H 2.928 3.100 -3.165
H 1.059 6.397 -3.270
H 4.245 4.048 -0.256
H -4.801 1.229 -1.094
H -2.423 4.268 -3.190
H 4.113 0.430 0.502
H 4.786 -4.741 -0.557
H -3.943 -5.482 4.819
H 2.259 -5.674 -0.344
H -1.024 -2.426 4.227
H -7.362 -1.795 0.497
H -2.402 -6.222 0.507
H -5.432 -2.837 1.620
H -1.316 1.016 4.711
H 3.028 4.740 -3.839
H 6.898 -1.559 -2.442
H -0.583 3.911 -4.105
H -3.307 5.825 -1.518
H 4.929 3.074 1.049
H 2.413 0.365 0.963
H -3.628 -6.232 2.499
H 0.143 -1.162 0.520
H 0.778 -0.298 4.668
H 3.597 1.154 2.033
H -3.271 2.720 1.399
H 3.227 -4.945 0.946
H -2.642 -3.575 5.692
H 5.023 2.506 -0.622
H -3.189 -1.824 1.424
H 3.154 4.482 -2.091
H 6.848 -3.852 -1.521
H 0.760 2.806 -4.396
H -2.636 1.297 2.664
H 1.477 -1.425 2.573
H 0.838 4.481 -4.992
H 4.877 -0.140 -2.318
H -7.049 0.219 -0.882
H 2.520 3.538 1.940
H -0.809 -5.411 0.509
H 1.265 5.977 -1.568
H -1.853 1.923 -2.548
H -3.774 5.037 0.777
H 1.790 4.015 0.396
H 1.460 -4.822 0.972
H 1.173 2.610 1.255
H -0.704 -3.195 1.896
```

Löwdin atomic charge list, values in e, 5 entries:
1. Pr 0.9387
2. S 0.9155
3. S 0.5904
4. P 0.8846
5. P 0.3205

***

Below is the molecule C6H11NO, with properties calculated with the ωB97M-V functional and the def2-TZVPD basis.

HOMO-LUMO gap (spin up / spin down), eV: 7.028 / 10.367
Spin multiplicity: 3
LUMO (spin up / spin down), eV: 0.8 / -0.5
ΔE to the lowest compared entry with this formula, charge and spin, eV: 0.307
Expectation value of S²: 2.0140
E_tot, Ha: -365.0261

```
19
C6H11NO | the Open Molecules 2025 dataset | the ωB97M-V functional and the def2-TZVPD basis
O -0.474 -2.435 -0.010
N -2.611 0.193 0.087
C -0.503 1.287 -0.408
C 0.248 -0.047 -0.131
C -0.493 -1.295 -0.687
C 1.651 -0.026 -0.679
C 0.407 -0.124 1.393
C -1.947 1.173 -0.167
H 1.722 -0.163 -1.747
H -0.581 -1.478 -1.684
H -0.246 -2.306 0.978
H -2.392 2.249 -0.062
H 0.814 -1.143 1.518
H 2.248 -0.893 -0.391
H 1.959 0.893 -0.259
H 0.963 0.665 1.859
H -0.519 -0.149 1.875
H 0.064 2.182 0.086
H -0.309 1.418 -1.573
```

Löwdin atomic charge list, values in e, 5 entries:
1. O -0.0075
2. N 0.2055
3. C -0.1658
4. C -0.5561
5. C -0.1792

***

Below is a cluster of 2 separate species, C7H17N3 in total, with properties calculated with the ωB97M-V functional and the def2-TZVPD basis.

HOMO-LUMO gap, eV: 9.314
Structure (SMILES): [H]/N=C(\C)N(C)C.CC(C)=N
LUMO, eV: 0.9
ΔE to the lowest compared entry with this formula, charge and spin, eV: 3.255
E_tot, Ha: -441.0795

```
27
C7H17N3 | the Open Molecules 2025 dataset | the ωB97M-V functional and the def2-TZVPD basis
N -0.743 0.607 0.161
N 0.882 2.096 -0.586
N -0.330 -1.890 1.545
C -0.225 0.743 -2.292
C 1.934 -0.560 1.274
C 0.749 -2.073 -0.536
C -2.085 0.157 -0.216
C -0.737 1.399 1.393
C 0.422 -1.300 0.714
C 0.132 1.097 -0.866
H -0.457 2.423 1.170
H 2.891 -0.736 0.778
H -2.707 0.051 0.670
H -0.476 -1.432 2.440
H -1.118 1.279 -2.619
H -1.679 1.451 1.938
H -2.014 -0.837 -0.660
H -2.598 0.823 -0.907
H 1.553 -2.777 -0.336
H -0.134 -2.562 -0.946
H 1.160 -1.387 -1.273
H 0.603 1.000 -2.950
H 1.481 2.356 -1.365
H -0.012 1.026 2.112
H -0.429 -0.314 -2.429
H 2.049 -1.120 2.205
H 1.888 0.481 1.582
```

Löwdin atomic charge list, values in e, 5 entries:
1. N -0.2043
2. N 0.1314
3. N 0.0910
4. C -0.0322
5. C -0.0174

***

Below is the ion C2H4N3S with charge +1, with properties calculated with the ωB97M-V functional and the def2-TZVPD basis.

HOMO-LUMO gap, eV: 10.165
LUMO, eV: -5.7
ΔE to the lowest compared entry with this formula, charge and spin, eV: 2.094
Total charge: +1
E_tot, Ha: -640.6746

```
10
C2H4N3S | the Open Molecules 2025 dataset | the ωB97M-V functional and the def2-TZVPD basis
S 0.885 -1.598 0.082
N -1.983 -1.081 -0.064
N -0.371 -0.528 0.210
N -0.042 0.680 0.122
C 1.318 0.885 -0.021
C 1.973 -0.355 -0.052
H -2.344 -0.305 -0.598
H 1.873 1.797 -0.113
H -2.314 -1.068 0.797
H 3.019 -0.241 -0.240
```

Löwdin atomic charge list, values in e, 5 entries:
1. S 1.1998
2. N 0.2546
3. N -0.4129
4. N 0.0460
5. C -0.0952

***

Below is a structure of composition C8H16Br2FN3O2S2V, with properties calculated with the ωB97M-V functional and the def2-TZVPD basis.

HOMO-LUMO gap (spin up / spin down), eV: 7.499 / 8.101
Spin multiplicity: 2
LUMO (spin up / spin down), eV: -9.0 / -8.5
ΔE to the lowest compared entry with this formula, charge and spin, eV: 0.062
Total charge: +2
Expectation value of S²: 0.7666
E_tot, Ha: -7616.8103

```
35
C8H16Br2FN3O2S2V | the Open Molecules 2025 dataset | the ωB97M-V functional and the def2-TZVPD basis
Br 2.360 3.916 -0.312
Br 0.793 2.032 -2.453
V 0.450 0.875 -0.064
S -0.194 -0.149 1.995
S 4.149 0.179 1.738
F -0.326 2.330 0.531
O 2.921 1.144 1.223
O 2.148 0.478 0.215
N 0.442 -1.182 -0.809
N -1.615 0.477 -0.666
N 2.382 -1.466 3.252
C 0.800 -2.111 0.303
C -1.955 0.272 1.819
C -0.784 -1.621 -1.537
C 3.175 -0.837 2.704
C -0.093 -1.910 1.517
C -1.641 -0.410 -1.849
C -2.502 -0.014 0.432
C 1.614 3.806 -2.049
H -3.490 0.438 0.335
H -2.512 -0.276 2.578
H -1.938 1.402 -0.942
H -1.320 -2.327 -0.904
H 2.383 3.902 -2.806
H -1.109 -2.272 1.363
H -1.993 1.331 2.074
H -1.238 0.144 -2.698
H 1.223 -1.200 -1.465
H 0.328 -2.438 2.371
H 0.715 -3.146 -0.035
H 1.841 -1.935 0.568
H 0.801 4.510 -2.171
H -0.516 -2.156 -2.447
H -2.661 -0.701 -2.106
H -2.639 -1.086 0.297
```

Löwdin atomic charge list, values in e, 5 entries:
1. Br 0.7847
2. Br 0.8059
3. V 0.7536
4. S 1.0385
5. S 1.1010